# 1
The following is a quantum chemistry calculation of a structure of composition C25H75CrN10O15, from OMol25.

Expectation value of S²: 3.77
Net charge: +2
Energy relative to the best compared isomer or geometry (same formula, charge and spin): 226.71 kJ/mol
Frontier orbital gap (spin up / spin down): 6.692 / 6.740 eV
Total energy: -3717.1905 Ha
Multiplicity: 4

Each line ends with the Mulliken spin population.
Positions of all 126 atoms, in Å:
Cr 2.82966 1.49731 0.72706  3.150
C -0.68634 0.33531 0.27506  -0.014
C 0.66166 0.80831 0.47006  -0.024
O 1.06366 1.96531 0.49406  -0.017
O 1.66166 0.04931 0.53106  -0.058
H -0.97734 0.30131 -0.78394  0.014
H -1.38034 1.00731 0.83006  -0.003
H -0.92934 -0.64469 0.69406  -0.003
C 3.69066 3.19131 -1.39294  0.010
O 3.09066 1.97631 -1.09194  0.007
H 4.76366 3.04831 -1.38694  0.000
H 3.47166 3.89331 -0.65594  0.002
H 3.43566 3.57731 -2.39994  0.001
H 2.65466 1.62831 -1.93394  0.000
C -0.77334 -1.86869 -4.15494  0.000
O -1.32634 -1.15869 -3.10294  0.001
H -1.51434 -2.38869 -4.76094  0.000
H -0.01434 -2.54769 -3.81694  0.000
H -0.36934 -1.07669 -4.75594  0.000
H -1.54934 -0.28569 -3.42794  0.000
C -0.61434 0.43731 3.58206  0.003
O 0.52766 1.22131 3.72306  0.000
H -0.55734 -0.42969 2.92106  -0.002
H -1.53734 1.05431 3.37406  0.000
H -0.76934 0.15531 4.59606  0.000
H 0.21866 1.99631 4.20606  0.001
C -0.93234 1.57831 -4.29094  0.000
O 0.01966 1.63531 -5.29994  0.000
N -2.08434 1.00331 -4.37694  0.000
N -0.80934 2.07031 -3.06894  0.000
H -2.28434 0.63431 -5.35294  0.000
H -2.78334 0.96631 -3.64694  0.000
H -0.03834 2.78131 -3.15394  0.000
H -1.52134 2.27631 -2.35594  0.000
C 0.99566 4.20331 2.89806  0.007
O 1.66366 4.36431 1.66506  0.008
N -0.27334 3.96831 2.96506  0.001
N 1.62766 4.26431 4.04706  0.000
H -0.72034 3.78331 2.09306  -0.001
H -0.81034 3.70831 3.80106  0.000
H 2.40366 4.83431 4.03006  0.000
H 1.26066 3.85331 4.93206  0.000
C 2.00866 -0.03069 -3.29294  -0.001
O 2.56766 -1.21169 -3.64794  0.001
N 1.09666 0.15231 -2.42494  0.003
N 2.48866 1.15031 -3.64294  0.001
H 0.68566 -0.77369 -2.28794  -0.003
H 0.38366 0.80131 -2.59194  -0.004
H 3.19266 1.03431 -4.38594  0.000
H 1.90766 2.00431 -3.68894  -0.001
C -2.05034 3.90231 -0.51894  -0.001
O -2.77034 5.04931 -0.76094  0.000
N -2.36834 2.72431 -0.96494  0.000
N -0.97934 3.86731 0.22806  0.000
H -3.23734 2.67731 -1.47894  0.000
H -1.92534 1.87331 -0.60094  -0.002
H -0.64634 4.80531 0.46006  0.001
H -0.34834 3.05131 0.18906  0.011
C 3.59366 2.43531 2.94906  -0.022
O 4.38566 2.61231 4.08406  0.013
N 3.90366 2.64431 1.67306  -0.068
N 2.79266 1.52631 2.55106  -0.044
H 5.00766 2.68631 1.67106  0.016
H 3.99066 3.71731 1.65206  0.007
H 3.02166 0.68931 3.25406  0.011
H 1.89666 1.61631 3.10506  -0.003
C -4.18434 1.04431 1.52106  0.000
C -4.64234 -0.38269 1.42806  -0.001
C -3.55534 -1.32569 1.36006  0.000
O -5.34134 -0.76069 2.37706  0.000
H -4.96534 1.74031 1.52506  0.000
H -3.61534 1.34031 0.60006  0.000
H -3.69434 1.28931 2.40406  0.000
H -5.11234 -0.33669 0.43006  0.000
H -2.91934 -1.06969 0.45506  -0.001
H -3.89934 -2.34769 1.17706  0.000
H -2.78534 -1.30769 2.16406  0.000
H -6.05234 -0.14469 2.43906  0.000
C -4.53034 -3.03569 -2.95494  0.000
C -5.09434 -1.88169 -2.18594  0.000
C -4.24634 -0.57069 -2.22694  0.000
O -6.28634 -1.54569 -2.43594  0.000
H -3.66734 -2.78769 -3.52094  0.000
H -5.23834 -3.48169 -3.68394  0.000
H -4.18934 -3.77669 -2.27694  0.000
H -5.06334 -2.17569 -1.15694  0.000
H -4.75334 0.24731 -1.72394  0.000
H -4.20334 -0.26969 -3.24994  0.000
H -3.25534 -0.73069 -1.83894  0.000
H -6.56434 -0.92969 -1.75994  0.000
C 3.81466 -1.77869 -0.45294  0.001
C 4.79166 -0.68769 -0.03594  -0.003
C 5.45166 -0.15669 -1.31394  0.007
O 4.32366 0.21531 0.68106  -0.004
H 2.96466 -1.34369 -1.00294  0.000
H 3.29066 -2.26869 0.38406  0.002
H 4.34066 -2.48669 -1.11294  0.000
H 5.50166 -1.07269 0.61606  -0.003
H 5.91466 0.80131 -1.10994  -0.001
H 4.72466 -0.07769 -2.11994  0.000
H 6.22066 -0.91069 -1.51594  0.001
H 4.84566 0.11431 1.49006  0.000
C -2.08534 -3.68869 -0.46794  0.000
C -0.70134 -3.60469 0.14306  0.000
C 0.28166 -2.96669 -0.85294  -0.001
O -0.58234 -3.00369 1.25006  0.000
H -2.36534 -2.75669 -0.86894  0.000
H -2.85334 -3.97269 0.28506  0.000
H -2.05634 -4.34969 -1.31494  0.000
H -0.44034 -4.66269 0.30306  0.000
H 0.21366 -3.39569 -1.80294  0.000
H 1.34866 -2.94869 -0.55494  0.000
H -0.09834 -1.96669 -0.97694  -0.001
H -0.96934 -3.49669 1.96806  0.000
C 3.19866 -3.59969 3.50106  0.000
C 1.82666 -3.28569 2.89106  0.000
C 0.72966 -3.19569 3.97306  0.000
O 1.80666 -2.20769 2.29306  0.003
H 3.32966 -3.12669 4.50206  0.000
H 3.98066 -3.28469 2.88306  0.000
H 3.42066 -4.67069 3.56606  0.000
H 1.67266 -4.08069 2.15806  0.000
H 0.66566 -4.10469 4.54806  0.000
H -0.16834 -2.75369 3.60606  0.000
H 1.02666 -2.49769 4.75006  0.000
H 1.11066 -2.19969 1.67406  -0.001

=====

# 2
The following is a quantum chemistry calculation of a cluster of 13 separate species, C25H76N8O13 in total, from OMol25.

Net charge: 0
Energy relative to the best compared isomer or geometry (same formula, charge and spin): 1104.58 kJ/mol
Frontier orbital gap: 9.334 eV
Total energy: -2413.9721 Ha

Each line ends with the Löwdin charge.
Positions of all 122 atoms, in Å:
C 1.95876 4.56820 -0.01855  -0.150
O 2.54276 5.71520 0.62845  -0.119
H 1.35976 4.83020 -0.91655  0.079
H 1.32376 4.01920 0.62045  0.011
H 2.82176 3.90920 -0.34955  0.089
H 1.86076 6.40220 0.50845  0.082
C -2.66624 1.19220 -0.73255  -0.139
O -2.34824 -0.14280 -0.57255  -0.150
H -3.67624 1.26820 -1.03055  0.079
H -1.98924 1.75120 -1.37755  0.072
H -2.63024 1.52620 0.32445  0.085
H -1.45124 -0.20380 -0.27355  0.027
C -2.37224 4.48720 0.17445  -0.136
O -1.11324 3.81720 0.34345  -0.189
H -2.32324 5.50520 0.60845  0.096
H -3.03224 4.04420 0.83345  0.049
H -2.79124 4.58620 -0.86755  0.104
H -1.01524 3.71220 1.32145  0.044
C -2.05524 -0.09280 4.28845  -0.646
O -0.96424 -0.23780 5.11645  -0.106
N -2.04224 -0.15680 2.99445  0.154
N -3.25924 0.14220 4.75445  0.160
H -1.17024 -0.48280 2.55845  0.064
H -2.91024 -0.42580 2.41045  0.112
H -3.26524 0.51020 5.73545  0.145
H -4.10524 0.29320 4.24045  0.100
C -0.34224 3.73820 -3.15055  -0.716
O -0.25924 3.83320 -4.47355  -0.099
N -1.02124 4.52920 -2.43255  0.145
N 0.03876 2.75820 -2.42455  0.188
H -1.47224 5.36320 -2.87755  0.154
H -1.09624 4.46520 -1.39455  0.060
H 0.44976 1.99420 -2.93455  0.043
H -0.17724 2.78020 -1.44555  0.073
C -4.49024 -2.43380 1.41945  -0.666
O -5.50124 -3.03080 2.01145  -0.062
N -4.34624 -1.11080 1.39445  0.120
N -3.51024 -3.05680 0.85545  0.184
H -5.01924 -0.48380 1.89345  0.144
H -3.74224 -0.65680 0.69345  0.078
H -3.57724 -4.05980 0.96945  0.124
H -2.58824 -2.71680 0.55945  0.080
C -0.20824 -0.07480 -3.44755  -0.574
O -0.09124 -0.81980 -2.29055  -0.100
N 0.72176 0.68720 -3.96355  0.145
N -1.36424 0.16320 -3.97055  0.191
H 1.69776 0.63120 -3.58255  0.104
H 0.50476 1.08720 -4.93455  0.177
H -2.09524 -0.31180 -3.52055  0.094
H -1.60724 0.64620 -4.89955  0.182
C 5.23076 1.33120 -4.05655  -0.027
C 4.30576 0.68620 -3.05555  -0.607
C 3.77676 1.60120 -1.90355  -0.022
O 3.31476 0.05820 -3.50255  -0.048
H 6.10476 1.70220 -3.58055  0.069
H 4.79176 2.20520 -4.58655  0.096
H 5.54876 0.68620 -4.83855  0.068
H 4.86176 -0.15580 -2.59755  0.140
H 3.08976 1.04520 -1.25655  0.069
H 3.43776 2.54920 -2.30555  0.072
H 4.55276 1.98020 -1.26555  0.067
H 3.29776 -0.82680 -3.02955  0.118
C 2.11376 -4.40080 -1.93755  -0.012
C 2.31176 -2.94980 -1.49655  -0.713
C 3.67076 -2.79080 -0.94955  -0.038
O 2.23876 -2.13780 -2.37955  0.037
H 2.98176 -4.81580 -2.49955  0.094
H 1.25676 -4.59880 -2.55155  0.042
H 1.90676 -5.05180 -1.02455  0.108
H 1.64976 -2.88280 -0.68355  0.101
H 4.01876 -1.73880 -0.81555  0.094
H 4.47576 -3.28080 -1.49155  0.086
H 3.77376 -3.24480 0.03645  0.076
H 1.37576 -1.79480 -2.23855  0.053
C 0.76476 1.00120 0.52645  -0.011
C 0.88276 -0.39480 1.13145  -0.495
C 1.50176 -0.23480 2.54145  -0.007
O -0.23924 -1.09080 1.26445  -0.063
H 0.62376 0.68920 -0.47555  0.051
H 1.70676 1.51820 0.65345  0.092
H -0.02324 1.51520 0.89645  0.027
H 1.48476 -0.93580 0.45645  0.115
H 1.66476 -1.21380 3.06345  0.076
H 0.97876 0.44820 3.15845  0.059
H 2.49176 0.16620 2.37245  0.082
H -0.03624 -2.02780 1.48745  0.089
C 0.31276 4.24220 3.33845  -0.009
C -0.88624 3.29920 3.62445  -0.623
C -2.02924 4.15520 4.07045  -0.032
O -1.21924 2.62220 2.63245  -0.015
H 0.47476 5.11320 3.95445  0.084
H 0.41076 4.57820 2.31845  0.042
H 1.26976 3.72820 3.32745  0.085
H -0.56824 2.65720 4.41945  0.140
H -2.30924 4.92220 3.33045  0.088
H -1.75624 4.64020 5.05545  0.111
H -2.86024 3.52820 4.24845  0.057
H -1.42424 1.79420 3.06645  0.082
C -1.20224 -3.39880 -1.35655  -0.047
C -1.69324 -4.28380 -2.46355  -0.661
C -1.20524 -3.68280 -3.75855  -0.033
O -1.42324 -5.50180 -2.46355  0.050
H -0.16224 -3.28480 -1.30355  0.031
H -1.47824 -3.78480 -0.37955  0.035
H -1.68924 -2.32880 -1.37655  0.112
H -2.77224 -4.14480 -2.45555  0.139
H -1.56224 -2.69080 -4.00055  0.060
H -1.38924 -4.43080 -4.60455  0.113
H -0.11424 -3.60380 -3.77055  0.067
H -1.88824 -5.88880 -1.69755  0.139
C 1.93976 -3.72380 2.75845  0.011
C 0.42576 -4.10480 2.62245  -0.608
C -0.59424 -3.27780 3.42445  -0.007
O -0.00324 -4.13280 1.46645  -0.017
H 2.12276 -2.92780 2.04345  0.056
H 2.47476 -4.53680 2.37245  0.062
H 2.17876 -3.48880 3.76145  0.080
H 0.45276 -5.13080 2.95445  0.135
H -0.38224 -3.40480 4.41545  0.057
H -1.64024 -3.58680 3.16445  0.107
H -0.56624 -2.20980 3.33445  0.035
H -0.72224 -4.80380 1.48345  0.147